[1]
A 2-piece molecular cluster, C3H4ClN2O overall at a distorted geometry, computed with ωB97M-V/def2-TZVPD.

Total charge   +1
E_LUMO (alpha / beta)   -0.2990 / -0.2985 Eh
Molecular weight   119.5 g/mol
Spin multiplicity   1
HOMO level (alpha / beta)   -15.7 / -15.3 eV
HOMO-LUMO gap (alpha / beta)   7.612 / 7.204 eV
Maximum force   0.1040 Eh/bohr

Geometry (Å):
C: 1.27004 1.66300 1.12273
C: -0.33914 0.82504 -0.08429
C: 0.48322 -0.30661 0.45638
N: 0.26774 1.99524 0.38893
N: 1.38599 0.34573 1.43128
O: 1.97710 -0.20015 2.24905
Cl: 2.64096 3.68697 2.64053
H: -0.44945 0.90922 -1.07633
H: -1.36066 0.69844 0.42881
H: -0.10367 -1.09222 0.93881
H: 1.13979 -0.77386 -0.40907

---

[2]
A 4-piece molecular cluster, C2H13N2O3 overall at a distorted geometry, computed with ωB97M-V/def2-TZVPD.

Total charge   +1
E_LUMO   -0.0981 Eh
Molecular weight   113.1 g/mol
Spin multiplicity   1
HOMO level   -13.8 eV
HOMO-LUMO gap   11.174 eV
Maximum force   0.0865 Eh/bohr

Geometry (Å):
C: 0.13565 0.96164 -1.57881
N: 0.05243 1.05018 -0.12519
C: 0.44283 0.00052 0.52905
N: 0.22917 -0.21819 1.85172
H: 0.88826 0.13773 -1.73135
H: 0.41748 1.85940 -2.04548
H: -0.87783 0.55194 -1.85485
H: -0.45033 1.86063 0.40497
H: 0.93344 -0.82792 0.11339
H: -0.01795 0.43883 2.61543
H: 0.44332 -1.10363 2.26487
H: -2.03138 3.26323 1.04366
H: -1.78304 2.32746 2.21861
O: -1.48132 2.62954 1.40782
H: -1.86434 -2.05564 -1.52592
H: -0.82917 -1.52556 -2.69863
O: -1.10321 -1.35569 -1.79705
H: 1.97929 -3.42533 0.37715
H: 2.71666 -2.15242 -0.11805
O: 2.20004 -2.41671 0.64866

---

[3]
C5H11NO2 as an isolated structure at a distorted geometry, computed with ωB97M-V/def2-TZVPD.

E_LUMO   0.0205 Eh
Molecular weight   117.1 g/mol
Spin multiplicity   1
HOMO level   -9.3 eV
HOMO-LUMO gap   9.839 eV
Maximum force   0.2601 Eh/bohr

Geometry (Å):
C: -1.30131 1.84535 0.26623
C: -0.53221 0.65444 -0.29040
C: 0.96305 0.69034 0.17241
C: 1.92223 -0.28221 -0.43559
C: -1.18069 -0.66819 0.08884
H: -2.73805 1.74656 -0.13216
H: -1.56147 1.94652 1.30102
H: -0.81533 2.74870 -0.39000
H: -0.77244 0.76424 -1.59364
H: 1.37891 1.63357 0.07373
H: 1.16084 0.39998 1.50833
H: 1.79436 -0.19869 -1.38598
H: 1.47190 -1.36759 -0.30715
H: 3.28721 -0.36458 0.84161
H: 4.07437 -0.83525 -0.45544
H: -2.21642 -1.47467 -1.22239
N: 3.18300 -0.11645 -0.00178
O: -2.50320 -0.80455 -0.43481
O: -0.81821 -1.39820 0.80551

---

[4]
C19H28NO4Sn as an isolated structure at a distorted geometry, computed with ωB97M-V/def2-TZVPD.

Total charge   -1
E_LUMO   0.0672 Eh
Molecular weight   453.1 g/mol
Spin multiplicity   1
HOMO level   -2.0 eV
HOMO-LUMO gap   3.877 eV
Maximum force   0.0897 Eh/bohr

Geometry (Å):
O: 0.69957 -0.99979 -1.90906
C: 1.11772 0.30590 -2.60303
C: 1.19855 -0.35349 -3.95377
H: 2.02769 0.66210 -2.10429
H: 0.28824 1.01393 -2.54501
C: 0.86178 -1.68469 -3.27123
H: 2.17779 -0.33230 -4.44397
H: 0.38321 -0.00118 -4.59266
C: 2.04548 -2.62494 -3.32203
H: 2.97636 -2.05157 -3.27678
H: 2.04245 -3.14587 -4.29104
H: 2.02993 -3.38210 -2.53221
C: -0.41483 -2.31706 -3.77457
H: -1.19114 -1.56044 -3.91423
H: -0.77797 -3.11478 -3.11999
H: -0.22283 -2.76192 -4.75869
Sn: -0.07911 -1.39371 0.00490
C: -2.11975 -1.08116 4.41974
C: -1.43066 0.11978 4.11987
C: -2.00070 0.67103 2.93219
H: -0.62708 0.55753 4.70621
C: -3.04531 -0.19978 2.49432
C: -3.12082 -1.28059 3.41509
H: -3.86501 -2.07802 3.41303
H: -1.95099 -1.70012 5.29982
H: -1.72932 1.60964 2.46800
H: -3.67121 -0.02187 1.62257
C: 1.51193 -2.32868 3.66645
C: 1.05288 -3.48085 2.97297
C: 1.50023 -3.39139 1.61667
H: 0.41229 -4.26199 3.39013
C: 2.24451 -2.17072 1.47308
C: 2.18105 -1.49359 2.73101
H: 2.61810 -0.52285 2.95068
H: 1.38619 -2.10577 4.73280
H: 1.29605 -4.09549 0.81148
H: 2.76971 -1.81660 0.58019
O: 0.26645 3.43781 -1.86374
C: -0.49964 2.60133 -0.98013
C: -1.79447 3.31820 -0.62472
H: 0.06882 2.36504 -0.05328
H: -0.72664 1.62163 -1.42655
C: -1.28635 4.77324 -0.53518
H: -2.21940 2.85348 0.28242
H: -2.52771 3.19420 -1.44853
C: -0.03036 4.80146 -1.45004
H: -0.95004 4.93589 0.49372
H: -2.08980 5.46484 -0.80154
H: 0.84326 5.14597 -0.85193
H: -0.23566 5.44872 -2.32629
O: 1.26842 1.56920 2.86686
N: 0.45585 0.90393 2.22620
O: 0.88227 0.37848 1.08408

---

Short version: ΔE to the lowest compared entry with this formula, charge and spin = 6.8412, 1.5298, 7.2278, 2.2912 eV, in the order given.